{"formula": "H2INS", "method": "ωB97M-V/def2-TZVPD", "e_above_lowest_kj_mol": 0.0, "homo_ev": -9.0, "smiles": "NSI", "e_lumo_ev": -0.9, "energy_ha": -751.8277, "homo_lumo_gap_ev": 8.135, "symbols": ["I", "S", "N", "H", "H"], "xyz": [[3.71956, -0.15120, 0.00187], [1.65240, 1.25836, -0.00590], [0.47613, 0.04924, 0.01595], [0.61337, -0.65263, 0.74135], [0.43155, -0.45815, -0.85643]]}

***

{"formula": "H2KO", "method": "ωB97M-V/def2-TZVPD", "total_charge": 1, "e_above_lowest_kj_mol": 148.5, "homo_ev": -18.1, "e_lumo_ev": -4.3, "energy_ha": -676.1272, "homo_lumo_gap_ev": 13.790, "symbols": ["K", "O", "H", "H"], "xyz": [[-0.03780, -0.99694, 0.06844], [-0.15233, -2.94636, 0.22114], [-0.57532, -3.82264, 0.36766], [0.73491, -3.15785, -0.14811]]}

***

{"formula": "H2MgO", "method": "ωB97M-V/def2-TZVPD", "total_charge": 2, "e_above_lowest_kj_mol": 0.0, "homo_ev": -25.6, "e_lumo_ev": -13.6, "energy_ha": -275.7847, "homo_lumo_gap_ev": 11.999, "symbols": ["Mg", "O", "H", "H"], "xyz": [[-1.27725, 0.97048, 0.42944], [0.12353, -0.07094, -0.06695], [0.08009, -0.94025, -0.52592], [1.07364, 0.04070, 0.16343]]}

***

{"formula": "H2N2O2S", "method": "ωB97M-V/def2-TZVPD", "e_above_lowest_kj_mol": 100.4, "homo_ev": -11.2, "smiles": "O=S1(=O)NN1", "e_lumo_ev": 0.4, "energy_ha": -659.2657, "homo_lumo_gap_ev": 11.655, "symbols": ["S", "O", "O", "N", "N", "H", "H"], "xyz": [[-0.81861, 0.69346, 1.27587], [-2.17108, 1.09784, 1.12570], [-0.09846, 0.88679, 2.48159], [-0.29599, -0.58996, 0.37274], [0.16764, 0.75108, -0.22412], [-0.97774, -0.97526, -0.26806], [1.15568, 0.81684, -0.01000]]}